An isolated molecule of CH4N2 at a distorted geometry. Source: the Open Molecules 2025 dataset; level of theory: the ωB97M-V functional and the def2-TZVPD basis.

Properties
DFT total energy   -149.9357 Ha
Structure (SMILES)   [H]/N=C\N
LUMO level   1.02 eV

Bonds (Å) are listed after each position.
Cartesian coordinates (Å):
1 C 0.20000 -0.37973 0.11933  H4 1.240, N6 1.398, N7 1.238
2 H -0.34449 1.34271 0.01527  N6 1.063
3 H 1.32842 1.21952 -0.61508  N6 1.106
4 H 0.91170 -1.24916 -0.40519  C1 1.240
5 H -1.73258 -0.66121 0.84296  N7 1.153
6 N 0.30547 0.79831 -0.62657  C1 1.398, H2 1.063, H3 1.106
7 N -0.66851 -1.07044 0.66929  C1 1.238, H5 1.153